Formula: C39H73BO7S
Source: the OMol25 dataset
Level of theory: ωB97M-V with the def2-TZVPD basis set

The value obtained for the HOMO energy is -8.42 eV. The molar mass comes out at 696.9 g mol⁻¹. The value obtained for the HOMO-LUMO gap is 0.329 Eh. Its total energy is -2479.3504 Ha. The calculation puts the strongest force on any atom at 0.051 Eh/bohr. As for the structure (SMILES): Cc1cccc(CBCCCS)c1.C1CCOC1.C1CCOC1.C1CCOC1.C1CCOC1.C1CCOC1.C1CCOC1.C1CCOC1.

Bonds (Å) are listed after each position.
Cartesian coordinates (Å):
1 C -2.06 4.92 3.01  C2 1.572, H14 1.125, H15 1.122, H16 1.124
2 C -1.89 4.64 1.47  C1 1.572, C3 1.463, C13 1.449
3 C -1.85 5.70 0.46  C2 1.463, C4 1.456, H17 1.112
4 C -1.73 5.28 -0.93  C3 1.456, C5 1.465, H18 1.113
5 C -1.62 3.88 -1.35  C4 1.465, C6 1.458, H19 1.111
6 C -1.62 2.82 -0.35  C5 1.458, C7 1.557, C13 1.475
7 C -1.46 1.31 -0.67  C6 1.557, B8 1.641, H20 1.126, H21 1.141
8 B 0.06 0.76 -0.36  C7 1.641, C9 1.597, H22 1.189
9 C 1.01 1.65 0.57  B8 1.597, C10 1.606, H23 1.119, H24 1.130
10 C 2.55 1.20 0.54  C9 1.606, C11 1.601, H25 1.119, H26 1.122
11 C 3.37 2.50 0.96  C10 1.601, S12 1.851, H27 1.127, H28 1.115
12 S 3.59 3.70 -0.43  C11 1.851, H29 1.371
13 C -1.77 3.25 1.05  C2 1.449, C6 1.475, H30 1.118
14 H -2.14 3.95 3.58  C1 1.125
15 H -1.14 5.44 3.38  C1 1.122
16 H -2.96 5.57 3.20  C1 1.124
17 H -1.92 6.77 0.75  C3 1.112
18 H -1.73 6.05 -1.73  C4 1.113
19 H -1.52 3.63 -2.43  C5 1.111
20 H -1.66 1.12 -1.76  C7 1.126
21 H -2.18 0.72 -0.02  C7 1.141
22 H 0.36 -0.29 -0.83  B8 1.189
23 H 1.01 2.74 0.32  C9 1.119
24 H 0.69 1.50 1.64  C9 1.130
25 H 2.86 0.82 -0.47  C10 1.119
26 H 2.78 0.43 1.33  C10 1.122
27 H 2.71 3.02 1.71  C11 1.127
28 H 4.33 2.26 1.49  C11 1.115
29 H 2.32 4.17 -0.66  S12 1.371
30 H -1.76 2.45 1.83  C13 1.118
31 C 3.39 6.77 3.02  C32 1.518, C35 1.518, H36 1.090, H37 1.094
32 C 2.69 6.69 4.37  C31 1.518, C33 1.519, H38 1.094, H39 1.091
33 C 2.30 5.23 4.44  C32 1.519, O34 1.433, H40 1.096, H41 1.092
34 O 3.28 4.50 3.70  C33 1.433, C35 1.435
35 C 4.09 5.42 2.96  C31 1.518, O34 1.435, H42 1.096, H43 1.092
36 H 4.07 7.61 2.93  C31 1.090
37 H 2.64 6.84 2.23  C31 1.094
38 H 3.41 6.92 5.17  C32 1.094
39 H 1.85 7.37 4.47  C32 1.091
40 H 1.32 5.06 3.96  C33 1.096
41 H 2.25 4.85 5.46  C33 1.092
42 H 5.08 5.47 3.44  C35 1.096
43 H 4.22 5.07 1.93  C35 1.092
44 C -1.46 -4.04 -2.86  C45 1.513, C48 1.514, H49 1.090, H50 1.095
45 C -0.18 -3.56 -3.50  C44 1.513, C46 1.518, H51 1.092, H52 1.091
46 C -0.50 -2.11 -3.80  C45 1.518, O47 1.436, H53 1.096, H54 1.092
47 O -1.42 -1.67 -2.79  C46 1.436, C48 1.434
48 C -1.89 -2.82 -2.07  C44 1.514, O47 1.434, H55 1.096, H56 1.093
49 H -1.34 -4.93 -2.24  C44 1.090
50 H -2.20 -4.26 -3.63  C44 1.095
51 H 0.64 -3.63 -2.78  C45 1.092
52 H 0.10 -4.13 -4.39  C45 1.091
53 H -0.99 -2.00 -4.77  C46 1.096
54 H 0.39 -1.47 -3.78  C46 1.092
55 H -1.43 -2.81 -1.08  C48 1.096
56 H -2.98 -2.76 -1.95  C48 1.093
57 C 1.98 -6.87 -0.11  C58 1.516, C61 1.517, H62 1.091, H63 1.092
58 C 1.64 -6.02 1.10  C57 1.516, C59 1.518, H64 1.095, H65 1.090
59 C 1.34 -4.68 0.45  C58 1.518, O60 1.434, H66 1.095, H67 1.092
60 O 0.81 -4.96 -0.85  C59 1.434, C61 1.434
61 C 1.02 -6.34 -1.16  C57 1.517, O60 1.434, H68 1.097, H69 1.092
62 H 1.87 -7.94 0.07  C57 1.091
63 H 3.01 -6.68 -0.42  C57 1.092
64 H 0.74 -6.41 1.59  C58 1.095
65 H 2.44 -5.96 1.84  C58 1.090
66 H 2.25 -4.08 0.32  C59 1.095
67 H 0.61 -4.09 1.02  C59 1.092
68 H 0.05 -6.85 -1.10  C61 1.097
69 H 1.41 -6.44 -2.17  C61 1.092
70 C 0.08 8.27 -2.86  C71 1.517, C74 1.518, H75 1.090, H76 1.094
71 C 1.31 9.04 -3.29  C70 1.517, C72 1.519, H77 1.094, H78 1.090
72 C 1.04 10.42 -2.72  C71 1.519, O73 1.433, H79 1.095, H80 1.092
73 O 0.26 10.23 -1.54  C72 1.433, C74 1.433
74 C -0.19 8.87 -1.49  C70 1.518, O73 1.433, H81 1.096, H82 1.092
75 H 0.22 7.19 -2.82  C70 1.090
76 H -0.75 8.48 -3.53  C70 1.094
77 H 2.20 8.61 -2.82  C71 1.094
78 H 1.47 9.05 -4.37  C71 1.090
79 H 0.45 11.03 -3.42  C72 1.095
80 H 1.95 10.96 -2.48  C72 1.092
81 H 0.37 8.35 -0.71  C74 1.096
82 H -1.25 8.85 -1.22  C74 1.092
83 C 6.33 -5.21 -2.68  C84 1.517, C87 1.518, H88 1.090, H89 1.094
84 C 6.07 -3.86 -2.03  C83 1.517, C85 1.518, H90 1.094, H91 1.090
85 C 4.58 -3.92 -1.77  C84 1.518, O86 1.435, H92 1.095, H93 1.092
86 O 4.25 -5.30 -1.55  C85 1.435, C87 1.435
87 C 5.37 -6.11 -1.93  C83 1.518, O86 1.435, H94 1.096, H95 1.092
88 H 7.37 -5.54 -2.62  C83 1.090
89 H 6.05 -5.17 -3.74  C83 1.094
90 H 6.62 -3.80 -1.09  C84 1.094
91 H 6.36 -3.01 -2.65  C84 1.090
92 H 4.01 -3.58 -2.64  C85 1.095
93 H 4.29 -3.33 -0.90  C85 1.092
94 H 5.83 -6.50 -1.01  C87 1.096
95 H 5.03 -6.96 -2.53  C87 1.092
96 C -5.09 -2.49 1.92  C97 1.514, C100 1.518, H101 1.090, H102 1.094
97 C -3.86 -1.72 1.48  C96 1.514, C98 1.516, H103 1.095, H104 1.091
98 C -4.12 -0.35 2.05  C97 1.516, O99 1.433, H105 1.096, H106 1.093
99 O -4.90 -0.53 3.24  C98 1.433, C100 1.435
100 C -5.36 -1.89 3.29  C96 1.518, O99 1.435, H107 1.096, H108 1.092
101 H -4.95 -3.57 1.95  C96 1.090
102 H -5.92 -2.27 1.25  C96 1.094
103 H -2.97 -2.16 1.94  C97 1.095
104 H -3.71 -1.71 0.40  C97 1.091
105 H -4.71 0.27 1.36  C98 1.096
106 H -3.20 0.19 2.30  C98 1.093
107 H -4.79 -2.41 4.07  C100 1.096
108 H -6.42 -1.92 3.56  C100 1.092
109 C -5.25 -7.77 0.75  C110 1.516, C113 1.518, H114 1.090, H115 1.094
110 C -3.96 -7.30 0.11  C109 1.516, C111 1.518, H116 1.094, H117 1.090
111 C -4.28 -5.84 -0.19  C110 1.518, O112 1.436, H118 1.095, H119 1.092
112 O -5.20 -5.40 0.82  C111 1.436, C113 1.435
113 C -5.68 -6.55 1.54  C109 1.518, O112 1.435, H120 1.096, H121 1.091
114 H -5.13 -8.66 1.37  C109 1.090
115 H -5.99 -8.00 -0.02  C109 1.094
116 H -3.14 -7.36 0.83  C110 1.094
117 H -3.68 -7.86 -0.78  C110 1.090
118 H -4.77 -5.73 -1.16  C111 1.095
119 H -3.39 -5.21 -0.17  C111 1.092
120 H -5.22 -6.54 2.54  C113 1.096
121 H -6.76 -6.48 1.66  C113 1.091

Mulliken atomic charge list, values in e, 99 entries: number 1, C, carries -1.160; number 2, C, carries 0.702; number 3, C, carries -0.688; number 4, C, carries -0.303; number 5, C, carries -0.835; number 6, C, carries 0.659; number 7, C, carries -0.353; number 8, B, carries 0.687; number 9, C, carries -0.359; number 10, C, carries -0.577; number 11, C, carries -0.695; number 12, S, carries -0.248; number 13, C, carries -0.238; number 14, H, carries 0.298; number 15, H, carries 0.174; number 16, H, carries 0.378; number 17, H, carries 0.407; number 18, H, carries 0.477; number 19, H, carries 0.361; number 20, H, carries 0.382; number 21, H, carries -0.349; number 22, H, carries -0.306; number 23, H, carries -0.088; number 24, H, carries 0.206; number 25, H, carries 0.294; number 26, H, carries 0.330; number 27, H, carries 0.242; number 28, H, carries 0.460; number 29, H, carries 0.143; number 30, H, carries -0.079; number 31, C, carries -0.458; number 32, C, carries -0.585; number 33, C, carries -0.070; number 34, O, carries -0.408; number 35, C, carries -0.041; number 36, H, carries 0.356; number 37, H, carries 0.127; number 38, H, carries 0.248; number 39, H, carries 0.345; number 40, H, carries -0.070; number 41, H, carries 0.297; number 42, H, carries 0.267; number 43, H, carries 0.031; number 44, C, carries -0.252; number 45, C, carries -0.018; number 46, C, carries -0.587; number 47, O, carries -0.408; number 48, C, carries -0.113; number 49, H, carries -0.019; number 50, H, carries 0.417; number 51, H, carries -0.222; number 52, H, carries 0.427; number 53, H, carries 0.266; number 54, H, carries 0.292; number 55, H, carries 0.024; number 56, H, carries 0.240; number 57, C, carries 0.071; number 58, C, carries -0.687; number 59, C, carries -0.354; number 60, O, carries -0.039; number 61, C, carries -0.652; number 62, H, carries 0.415; number 63, H, carries -0.332; number 64, H, carries 0.291; number 65, H, carries 0.359; number 66, H, carries 0.003; number 67, H, carries 0.332; number 68, H, carries 0.347; number 69, H, carries 0.269; number 70, C, carries -0.424; number 71, C, carries -0.597; number 72, C, carries -0.489; number 73, O, carries -0.444; number 74, C, carries -0.082; number 75, H, carries 0.315; number 76, H, carries 0.263; number 77, H, carries 0.261; number 78, H, carries 0.351; number 79, H, carries 0.280; number 80, H, carries 0.283; number 81, H, carries 0.086; number 82, H, carries 0.218; number 83, C, carries -0.612; number 84, C, carries -0.597; number 85, C, carries -0.350; number 86, O, carries -0.301; number 87, C, carries -0.516; number 88, H, carries 0.340; number 89, H, carries 0.269; number 90, H, carries 0.277; number 91, H, carries 0.358; number 92, H, carries 0.241; number 93, H, carries 0.208; number 94, H, carries 0.321; number 95, H, carries 0.280; number 96, C, carries -0.158; number 97, C, carries 0.149; number 98, C, carries -0.222; number 99, O, carries -0.460